This record from OMol25 describes the ion C3H6NO2 with charge -1. The level of theory is ωB97M-V/def2-TZVPD.

Computed properties:
M   88.09 g/mol
Total charge   -1
HOMO energy   -3.02 eV
Total energy   -323.1706 hartree
SMILES   CC(=O)NC[O-]
Energy relative to the best compared isomer or geometry (same formula, charge and spin)   29.9 kcal/mol

Positions of all 12 atoms, in Å:
C1 -0.24051 1.42337 -0.46756
C2 -1.08770 0.19170 -0.20983
O1 -2.28744 0.17673 -0.47727
N1 -0.42844 -0.84356 0.33719
C3 1.09246 -1.07595 0.37244
O2 1.77175 -0.32847 1.19786
H1 -0.35233 2.01051 0.44740
H2 0.80336 1.14554 -0.58929
H3 -0.74101 1.99410 -1.24492
H4 -1.00107 -1.54045 0.78585
H5 1.36658 -0.97553 -0.71984
H6 1.10434 -2.17798 0.56797

From a natural (NBO) analysis of the wavefunction, the atomic charges in e read:
1 C -0.7205
2 C 0.6767
3 O -0.7095
4 N -0.6594
5 C 0.1523
6 O -0.9058
7 H 0.2253
8 H 0.2492
9 H 0.2023
10 H 0.3696
11 H 0.0538
12 H 0.0659

This record from OMol25 describes a structure of composition C36H52AsBClN6O4PtS3 at a distorted geometry. The level of theory is ωB97M-V/def2-TZVPD.

Computed properties:
M   1045.32 g/mol
Total charge   +3
HOMO energy   -16.18 eV
Total energy   -6066.0901 hartree
Energy relative to the best compared isomer or geometry (same formula, charge and spin)   34.2 kcal/mol

Positions of all 105 atoms, in Å:
Pt1 2.04178 0.36638 1.45747
C1 0.37853 5.28125 2.09204
C2 -0.16323 4.22544 1.18362
C3 -1.05567 4.46073 0.17060
C4 -1.51711 3.41639 -0.66687
N1 -1.15135 2.17261 -0.43767
N2 -0.29118 1.94750 0.55105
B1 0.05839 0.48527 0.95146
N3 -0.08078 -0.39916 -0.36846
N4 -1.27406 -0.91783 -0.55064
C5 -1.62766 -1.33417 -1.76113
C6 -0.78928 -1.06981 -2.85563
C7 0.46575 -0.51923 -2.67911
C8 1.28839 -0.08631 -3.85519
C9 0.83882 -0.29037 -1.35121
S1 2.48239 0.25082 -0.87903
C10 -2.99508 -1.96313 -1.92357
C11 -3.92947 -0.84764 -2.42804
C12 -3.50459 -2.50409 -0.58697
C13 -2.93320 -3.09927 -2.95193
N5 -0.80751 0.05243 2.15268
N6 -2.12414 0.28424 1.98658
C14 -2.93904 -0.02996 2.95989
C15 -2.44318 -0.61314 4.15864
C16 -1.10657 -0.77764 4.36552
C17 -0.51688 -1.31191 5.63118
C18 -0.26764 -0.37310 3.29656
S2 1.46025 -0.39028 3.50111
C19 -4.41743 0.26927 2.80418
C20 -5.20454 -1.04122 2.95948
C21 -4.81852 1.25181 3.91786
C22 -4.71276 0.89978 1.44380
C23 0.25636 2.88689 1.30690
S3 1.52342 2.39215 2.40459
C24 -2.46339 3.64564 -1.83511
C25 -2.45754 5.11363 -2.27166
C26 -2.03108 2.77226 -3.02002
C27 -3.87686 3.25110 -1.38629
H1 0.11210 6.27539 1.74169
H2 1.46766 5.22364 2.15744
H3 -0.02235 5.15552 3.10054
H4 -1.39231 5.47250 -0.01096
H5 -1.13884 -1.28746 -3.85696
H6 1.07277 -0.69447 -4.73120
H7 2.36134 -0.08077 -3.67712
H8 1.01389 0.94526 -4.09277
H9 -4.00679 -0.04364 -1.69432
H10 -4.92528 -1.25925 -2.59213
H11 -3.58359 -0.42357 -3.37347
H12 -3.52513 -1.73113 0.18011
H13 -2.88941 -3.33337 -0.23237
H14 -4.51905 -2.87758 -0.72369
H15 -2.74778 -2.74170 -3.96556
H16 -3.89402 -3.61218 -2.97166
H17 -2.17314 -3.83865 -2.69133
H18 -3.14286 -0.89201 4.93589
H19 -1.29377 -1.51987 6.36253
H20 0.18070 -0.59313 6.06692
H21 0.03311 -2.23679 5.44523
H22 -5.04927 -1.50685 3.93358
H23 -4.93562 -1.76289 2.18587
H24 -6.26994 -0.83227 2.86814
H25 -4.70808 0.82074 4.91370
H26 -5.86823 1.52006 3.79761
H27 -4.23002 2.16980 3.86651
H28 -4.22648 0.35889 0.63188
H29 -4.37305 1.93611 1.40622
H30 -5.78814 0.89240 1.26833
H31 -1.45090 5.46956 -2.50134
H32 -2.90269 5.77037 -1.52277
H33 -3.05637 5.21767 -3.17552
H34 -1.03767 3.05646 -3.37584
H35 -2.73229 2.91334 -3.84246
H36 -2.03093 1.71448 -2.75233
H37 -4.19553 3.83037 -0.51751
H38 -3.92813 2.19202 -1.13185
H39 -4.58210 3.44821 -2.19402
C28 3.20685 -2.53768 -2.41693
As1 3.98064 -1.63711 -0.89616
C29 3.83906 -2.98227 0.48263
C30 5.69968 -0.85561 -1.40170
C31 6.55662 -2.09339 -1.32091
C32 6.67708 -2.93674 -2.42574
C33 7.39801 -4.11764 -2.31767
C34 7.99790 -4.45372 -1.11136
C35 7.88998 -3.60646 -0.01213
C36 7.17017 -2.42849 -0.11039
H40 3.85680 -3.36781 -2.69381
H41 3.11035 -1.86736 -3.26480
H42 2.24200 -2.94445 -2.11582
H43 4.44818 -3.79469 0.07978
H44 2.79087 -3.27727 0.51182
H45 4.20530 -2.62511 1.43625
H46 5.92233 -0.05195 -0.70449
H47 5.52343 -0.48780 -2.41246
H48 6.25143 -2.64901 -3.38133
H49 7.51398 -4.76056 -3.17953
H50 8.57241 -5.36667 -1.03134
H51 8.38428 -3.86040 0.91574
H52 7.09699 -1.75708 0.73746
O1 4.86849 1.47623 0.76845
Cl1 5.00738 0.75150 2.00660
O2 6.28444 0.17933 2.16163
O3 4.56094 1.51548 3.11213
O4 4.02818 -0.43590 1.86238

Löwdin atomic charge list, values in e, 99 entries:
1 Pt 0.7472
2 C -0.0156
3 C -0.2059
4 C 0.1188
5 C -0.1565
6 N 0.2106
7 N -0.0111
8 B -0.7544
9 N 0.0077
10 N 0.2212
11 C -0.1519
12 C 0.1061
13 C -0.2205
14 C -0.0161
15 C -0.4559
16 S 0.7791
17 C -0.5368
18 C -0.0097
19 C -0.0363
20 C -0.0264
21 N 0.0046
22 N 0.1983
23 C -0.1687
24 C 0.1101
25 C -0.2169
26 C -0.0294
27 C -0.5137
28 S 0.8129
29 C -0.5391
30 C -0.0162
31 C -0.0204
32 C -0.0460
33 C -0.4978
34 S 0.8842
35 C -0.5365
36 C -0.0396
37 C -0.0368
38 C -0.0196
39 H 0.1030
40 H 0.0928
41 H 0.1110
42 H 0.1366
43 H 0.1462
44 H 0.1111
45 H 0.0559
46 H 0.1122
47 H 0.0658
48 H 0.1083
49 H 0.0926
50 H 0.0477
51 H 0.0986
52 H 0.1050
53 H 0.0866
54 H 0.1051
55 H 0.0992
56 H 0.1412
57 H 0.1021
58 H 0.0964
59 H 0.1024
60 H 0.0881
61 H 0.0836
62 H 0.1037
63 H 0.0893
64 H 0.1045
65 H 0.0951
66 H 0.0493
67 H 0.0793
68 H 0.1049
69 H 0.1011
70 H 0.0926
71 H 0.1025
72 H 0.0914
73 H 0.1015
74 H 0.0516
75 H 0.0969
76 H 0.0567
77 H 0.1051
78 C -0.2065
79 As 1.1859
80 C -0.1656
81 C -0.1942
82 C -0.3366
83 C -0.0556
84 C -0.0398
85 C -0.0296
86 C -0.0326
87 C -0.0365
88 H 0.0601
89 H 0.0295
90 H 0.0559
91 H 0.0689
92 H 0.0586
93 H 0.0400
94 H 0.0726
95 H 0.1055
96 H 0.1218
97 H 0.1220
98 H 0.1243
99 H 0.1242

This record from OMol25 describes a cluster of 2 separate species, C2H3N3O2 in total at a distorted geometry. The level of theory is ωB97M-V/def2-TZVPD.

Computed properties:
M   101.06 g/mol
Total charge   0
HOMO energy   -8.74 eV
Total energy   -392.6307 hartree
SMILES   NN1C=N1.O=C=O
Energy relative to the best compared isomer or geometry (same formula, charge and spin)   102.2 kcal/mol

Positions of all 10 atoms, in Å:
N1 0.69141 -1.02151 1.51322
N2 0.26241 0.21639 1.72673
C1 -0.84996 0.62243 1.00352
N3 -0.00695 1.38341 0.53748
H1 1.60079 -1.18291 1.26486
H2 0.09814 -1.64909 1.11463
H3 -1.72108 0.01132 0.87196
O1 -0.35378 -0.51725 -2.36509
C2 -0.01549 0.53872 -2.69790
O2 0.29450 1.59849 -2.96941

From a natural (NBO) analysis of the wavefunction, the atomic charges in e read:
1 N -0.6149
2 N -0.1829
3 C 0.1530
4 N -0.2475
5 H 0.3682
6 H 0.3367
7 H 0.1896
8 O -0.5400
9 C 1.0289
10 O -0.4910

This record from OMol25 describes a structure of composition C37H44CoN4O3SSb2. The level of theory is ωB97M-V/def2-TZVPD.

Computed properties:
M   927.30 g/mol
2S+1   2
Total charge   0
HOMO energy (alpha / beta)   -7.23 / -7.30 eV
Total energy   -4142.5491 hartree
Energy relative to the best compared isomer or geometry (same formula, charge and spin)   0.0 kcal/mol

Positions of all 92 atoms, in Å:
Co1 1.10692 0.67527 -0.87405
O1 0.77644 0.42351 0.95755
C1 1.64104 -0.08173 1.79613
C2 1.43146 0.11068 3.17925
C3 2.27903 -0.42205 4.12378
C4 3.38788 -1.18113 3.74410
C5 3.61731 -1.38112 2.40058
C6 2.77623 -0.84937 1.41504
C7 3.11953 -1.10476 0.03273
N1 2.44426 -0.65847 -0.96639
N2 2.90195 -0.93786 -2.24714
C8 2.33299 -0.11298 -3.08080
O2 1.48392 0.80255 -2.73635
C9 2.66888 -0.22615 -4.52332
C10 3.47435 -1.26164 -4.98946
C11 3.76297 -1.36083 -6.33915
C12 3.25367 -0.42744 -7.23256
C13 2.45166 0.60556 -6.77131
C14 2.15772 0.70631 -5.42007
H1 0.55488 0.67576 3.47426
H2 2.07686 -0.25544 5.17416
H3 4.05020 -1.60230 4.48601
H4 4.47190 -1.96536 2.08118
H5 4.00433 -1.70031 -0.18257
H6 3.86232 -1.97962 -4.28151
H7 4.38737 -2.16802 -6.69749
H8 3.48207 -0.50679 -8.28698
H9 2.05403 1.33424 -7.46468
H10 1.53350 1.50376 -5.04372
C15 -0.28797 -5.21694 0.52761
Sb1 -0.33457 -3.06570 0.55107
C16 -0.24341 -2.94326 2.69384
C17 -2.51271 -2.93983 0.57833
C18 -3.09929 -3.40144 -0.70936
C19 -3.31962 -4.76443 -0.91054
C20 -3.80708 -5.25672 -2.10814
C21 -4.10048 -4.37360 -3.13929
C22 -3.91201 -3.01746 -2.94058
C23 -3.41245 -2.51024 -1.74029
C24 -3.28898 -1.03595 -1.57679
Sb2 -1.31622 -0.16978 -1.88432
C25 -2.07900 1.54600 -2.92571
C26 -0.86211 -1.34069 -3.61074
H11 -0.97226 -5.62239 1.27073
H12 0.72395 -5.54381 0.75847
H13 -0.55732 -5.58903 -0.45902
H14 -0.84465 -3.74627 3.11787
H15 -0.64208 -1.98140 3.01086
H16 0.78203 -3.02745 3.04676
H17 -2.76577 -1.90903 0.82456
H18 -2.82314 -3.58272 1.40251
H19 -3.10269 -5.44935 -0.09885
H20 -3.96627 -6.31923 -2.23200
H21 -4.48639 -4.73560 -4.08248
H22 -4.17141 -2.32221 -3.73070
H23 -3.64504 -0.68425 -0.60948
H24 -3.87658 -0.53934 -2.34903
H25 -2.47865 1.23506 -3.89046
H26 -1.27268 2.26106 -3.08012
H27 -2.87668 2.01117 -2.34515
H28 -1.77068 -1.48569 -4.19339
H29 -0.47348 -2.31144 -3.30990
H30 -0.11641 -0.82363 -4.21277
C27 1.89956 5.97182 2.06456
C28 2.34189 4.82783 2.96553
C29 2.19485 3.46556 2.30138
N3 0.79751 3.16354 2.02674
C30 0.26371 2.99474 0.83534
S1 1.13418 3.09482 -0.61746
N4 -1.07065 2.68284 0.71854
C31 -1.90978 1.99720 1.61342
O3 -2.62277 1.10853 1.18783
C32 -1.97284 2.47129 3.02141
C33 -1.87944 3.82666 3.33402
C34 -2.00723 4.23882 4.65099
C35 -2.21942 3.30027 5.65192
C36 -2.32282 1.94992 5.33950
C37 -2.21271 1.53369 4.02374
H31 2.05681 6.93524 2.54735
H32 0.84051 5.89381 1.81523
H33 2.45674 5.96538 1.12691
H34 1.77302 4.84069 3.90072
H35 3.39149 4.94962 3.24208
H36 2.58637 2.66678 2.93575
H37 2.72768 3.43336 1.35072
H38 0.20190 3.06031 2.83729
H39 -1.30190 2.44907 -0.24058
H40 -1.72167 4.55161 2.54490
H41 -1.94547 5.29044 4.89456
H42 -2.31219 3.62314 6.68015
H43 -2.49577 1.22398 6.12169
H44 -2.30515 0.49036 3.75504

From a Löwdin analysis of the wavefunction, the atomic charges in e read:
1 Co 0.2283
2 O -0.2254
3 C -0.3594
4 C -0.0546
5 C -0.0928
6 C -0.1057
7 C -0.0533
8 C -0.1570
9 C -0.0593
10 N -0.0708
11 N 0.1004
12 C -0.4559
13 O -0.2092
14 C -0.1566
15 C -0.0295
16 C -0.0829
17 C -0.0924
18 C -0.0811
19 C -0.0298
20 H 0.0968
21 H 0.1026
22 H 0.0953
23 H 0.1099
24 H 0.1317
25 H 0.1054
26 H 0.1001
27 H 0.0989
28 H 0.1004
29 H 0.1129
30 C -0.3522
31 Sb 1.3459
32 C -0.3243
33 C -0.3284
34 C -0.2983
35 C -0.0688
36 C -0.0883
37 C -0.0896
38 C -0.0640
39 C -0.2886
40 C -0.3073
41 Sb 1.3924
42 C -0.3066
43 C -0.2739
44 H 0.0014
45 H -0.0065
46 H -0.0069
47 H 0.0034
48 H -0.0086
49 H -0.0033
50 H 0.0417
51 H 0.0642
52 H 0.1029
53 H 0.0991
54 H 0.0985
55 H 0.1082
56 H 0.0457
57 H 0.0573
58 H 0.0085
59 H -0.0041
60 H 0.0042
61 H 0.0057
62 H 0.0132
63 H -0.0050
64 C -0.1016
65 C -0.2334
66 C -0.1933
67 N 0.0511
68 C -0.7482
69 S 0.7794
70 N 0.1062
71 C -0.3800
72 O 0.0979
73 C -0.1682
74 C -0.0438
75 C -0.0644
76 C -0.0670
77 C -0.0575
78 C -0.0138
79 H 0.0710
80 H 0.0626
81 H 0.0767
82 H 0.1058
83 H 0.1115
84 H 0.1186
85 H 0.0845
86 H 0.1180
87 H 0.0837
88 H 0.1224
89 H 0.1085
90 H 0.1073
91 H 0.1093
92 H 0.1222

This record from OMol25 describes a structure of composition C21H31F6N4O3P3RuSe2 at a distorted geometry. The level of theory is ωB97M-V/def2-TZVPD.

Computed properties:
M   853.40 g/mol
2S+1   6
Total charge   +3
HOMO energy (alpha / beta)   -17.47 / -17.41 eV
Total energy   -7783.6502 hartree
Energy relative to the best compared isomer or geometry (same formula, charge and spin)   0.0 kcal/mol

Positions of all 71 atoms, in Å:
Ru1 -0.14417 0.80361 -0.50252
Se1 -1.67231 -0.91322 -0.97860
P1 0.27527 -1.99918 -1.26311
Se2 1.89121 -0.60996 -1.39347
C1 -0.01830 -3.32657 -0.07928
C2 0.86613 -3.47316 1.01043
C3 0.56204 -4.43239 1.96736
C4 -0.56922 -5.26440 1.88443
C5 -1.45179 -5.03756 0.82905
C6 -1.18761 -4.06125 -0.15124
C7 0.16321 -2.98423 -2.76289
C8 -0.78637 -2.63081 -3.72775
C9 -1.03908 -3.55029 -4.76418
C10 -0.19092 -4.64431 -4.95814
C11 0.85886 -4.84313 -4.08523
C12 0.98868 -4.06976 -2.96930
H1 1.73223 -2.86418 1.15076
H2 1.15757 -4.55659 2.85204
H3 -0.67652 -6.11863 2.53002
H4 -2.35256 -5.60008 0.70376
H5 -1.89673 -3.98017 -0.99086
H6 -1.39663 -1.73771 -3.58452
H7 -1.95968 -3.44091 -5.37859
H8 -0.28433 -5.34762 -5.78290
H9 1.50216 -5.67810 -4.20885
H10 1.77384 -4.33992 -2.26498
F1 -1.51304 0.75568 2.66132
P2 -0.94293 -0.71934 3.21750
F2 0.33218 0.09658 3.86701
F3 -0.03890 -0.86547 1.81748
F4 -2.17547 -1.43247 2.52940
F5 -0.26751 -2.10835 3.69438
F6 -1.76258 -0.48039 4.62561
C13 2.14879 0.91236 1.68156
N1 3.18888 1.63420 2.46980
C14 2.53435 2.65516 3.27478
N2 1.82110 3.65195 2.50244
C15 0.78688 2.94349 1.75563
N3 1.38903 1.88565 0.87442
C16 2.35639 2.55022 -0.08012
N4 3.41743 3.21403 0.66887
C17 4.08526 2.24420 1.51933
C18 2.78520 4.21040 1.57367
H11 1.45695 0.39447 2.34657
H12 2.59306 0.13459 1.02765
H13 3.23824 3.18879 3.93851
H14 1.85071 2.11139 3.90443
H15 0.26406 3.64186 1.11418
H16 0.14260 2.43116 2.43564
H17 1.71237 3.29077 -0.62339
H18 2.74187 1.71194 -0.70676
H19 4.90284 2.76769 2.04905
H20 4.46441 1.44375 0.87168
H21 2.32574 5.00566 0.95984
H22 3.61062 4.59357 2.23484
C19 -3.80347 1.74799 0.46210
O1 -3.21305 2.01232 -0.77110
P3 -1.64609 2.21912 -1.15098
O2 -1.89609 2.55451 -2.67151
C20 -2.54789 1.57969 -3.48803
O3 -1.23150 3.69385 -0.64429
C21 -2.15317 4.77374 -1.02470
H23 -4.04018 0.69043 0.52403
H24 -4.68555 2.41715 0.55407
H25 -3.17683 1.95895 1.34445
H26 -3.14394 2.14769 -4.20107
H27 -3.29111 0.98681 -2.91654
H28 -1.78443 0.95781 -3.98664
H29 -3.18487 4.49146 -0.83177
H30 -2.03579 5.04681 -2.08000
H31 -1.75956 5.55865 -0.40477

From a Löwdin analysis of the wavefunction, the atomic charges in e read:
1 Ru 0.7271
2 Se 0.6431
3 P 0.2979
4 Se 0.5748
5 C -0.3724
6 C -0.0137
7 C 0.0715
8 C 0.0774
9 C 0.0436
10 C 0.0079
11 C -0.4429
12 C -0.0929
13 C -0.0184
14 C -0.0115
15 C -0.0410
16 C -0.0856
17 H 0.1166
18 H 0.1488
19 H 0.1474
20 H 0.1342
21 H 0.1458
22 H 0.0593
23 H 0.1384
24 H 0.1356
25 H 0.1221
26 H 0.1278
27 F -0.2046
28 P 0.2597
29 F -0.1749
30 F -0.2754
31 F -0.1246
32 F -0.1238
33 F -0.1250
34 C -0.1522
35 N 0.1326
36 C -0.1126
37 N -0.0169
38 C -0.1150
39 N -0.1774
40 C -0.1516
41 N 0.0081
42 C -0.1286
43 C -0.0991
44 H 0.0925
45 H 0.0678
46 H 0.1724
47 H 0.1429
48 H 0.1190
49 H 0.1188
50 H 0.1538
51 H 0.0572
52 H 0.1706
53 H 0.1563
54 H 0.1660
55 H 0.1647
56 C -0.0978
57 O -0.3140
58 P 0.5361
59 O -0.2552
60 C -0.0840
61 O -0.3184
62 C -0.0151
63 H 0.0865
64 H 0.1274
65 H 0.0874
66 H 0.1155
67 H 0.0851
68 H 0.0976
69 H 0.0987
70 H 0.1078
71 H 0.1008

> The highest M belongs to which entry?

C36H52AsBClN6O4PtS3